This record from OMol25 describes the molecule C4H9NO. The level of theory is the ωB97M-V functional and the def2-TZVPD basis.

- Highest occupied orbital energy: -9.78 eV
- Total energy: -287.82459 hartree
- LUMO: 0.953 eV
- Kohn-Sham gap: 10.73 eV
- Relative energy (zero: lowest compared OMol25 entry of this formula, charge and spin): 20.63 kJ/mol
- SMILES: CCCC(N)=O

The geometry in ORCA input format:
```
! wB97M-V def2-TZVPD RIJCOSX def2/J DEFGRID3
* xyz 0 1
O -1.4068 1.7200 0.2430
N -2.5458 -0.2190 0.2864
C 0.6838 -0.0778 -0.6177
C -0.1192 -0.2422 0.6875
C 2.1901 0.0351 -0.4480
C -1.4117 0.5160 0.4350
H -2.6139 -1.1909 0.5303
H -3.3722 0.2793 -0.0030
H 2.6559 0.2269 -1.4210
H 2.6503 -0.8612 -0.0198
H 0.3386 0.8672 -1.0492
H -0.2847 -1.2937 0.9586
H 2.4110 0.8833 0.2096
H 0.4046 0.2447 1.5194
H 0.4200 -0.8876 -1.3111
*
```

---

This record from OMol25 describes the molecule C23H34N4O2. The level of theory is the ωB97M-V functional and the def2-TZVPD basis.

- Highest occupied orbital energy: -9.09 eV
- Total energy: -1266.28850 hartree
- LUMO: 0.555 eV
- Kohn-Sham gap: 9.65 eV
- Relative energy (zero: lowest compared OMol25 entry of this formula, charge and spin): 278.70 kJ/mol
- SMILES: CC1(C)[C@@H](CNC(=O)c2cnn(CC3CC3)c2)CCN1C(=O)C1CC2(CCC2)C1

The geometry in ORCA input format:
```
! wB97M-V def2-TZVPD RIJCOSX def2/J DEFGRID3
* xyz 0 1
O -0.5992 -2.9349 2.8023
O 0.9824 1.9333 -1.9035
N -4.9867 -2.0747 2.1508
N -1.1045 -2.9117 0.6026
N 1.8902 0.1928 -0.7720
N -4.7679 -2.4702 3.4172
C -3.8753 -2.1398 1.3976
C -6.3088 -1.6104 1.7560
C 2.5414 -1.9292 -0.0586
C 0.2798 -3.0282 0.1844
C -6.8029 -2.2826 0.5063
C 3.3801 3.4862 -1.9884
C 3.9536 2.5426 -0.1361
C 3.0404 -0.5019 -0.1968
C 5.9132 3.8718 -1.2100
C 1.9612 1.3892 -1.4094
C 0.0548 -0.9787 -1.9217
C 4.4035 3.8106 -0.8915
C -2.8642 -2.6039 2.2151
C -1.4364 -2.8336 1.9201
C -0.4001 0.3244 0.1810
C 3.3267 2.0404 -1.4650
C -7.8680 -1.5987 -0.2971
C -6.4690 -1.6917 -0.8369
C 0.6130 -0.5409 -0.5668
C 4.5486 5.1420 -0.1387
C 6.0683 4.8754 -0.0456
C -3.4872 -2.7864 3.4652
C 1.0746 -1.7350 0.3091
H -8.2090 -0.6307 0.0453
H 3.0909 -2.4974 0.6912
H -6.8530 -3.3631 0.5637
H 4.0252 1.3952 -2.0029
H 3.9857 5.2533 0.7888
H 3.1781 2.7657 0.6012
H 4.3288 5.9888 -0.7920
H 2.4215 3.9790 -1.8235
H 3.9160 -0.4196 -0.8394
H -6.9529 -1.8241 2.6068
H 0.0404 0.7033 1.1053
H -1.2716 -0.2748 0.4477
H 0.7620 -3.7855 0.8056
H 3.3008 -0.0892 0.7834
H -3.0393 -3.1396 4.3788
H 6.7432 5.7172 -0.1898
H -6.2837 -2.3667 -1.6604
H -8.6327 -2.2123 -0.7502
H 0.2909 -3.3879 -0.8448
H -1.8332 -2.9104 -0.0874
H -0.0893 -0.1044 -2.5527
H 6.3295 4.3718 0.8854
H 2.6282 -2.4528 -1.0157
H -0.9112 -1.4732 -1.8005
H -5.8836 -0.7811 -0.8540
H 0.7352 -1.6663 -2.4284
H 1.0231 -1.4191 1.3553
H 3.6893 3.6401 -3.0222
H 6.4786 2.9393 -1.1661
H -3.8867 -1.8357 0.3637
H 4.7291 1.9326 0.3290
H -6.2861 -0.5263 1.6133
H 6.0899 4.3508 -2.1752
H -0.7154 1.1675 -0.4290
*
```

---

This record from OMol25 describes the molecule C5H5Br at a distorted geometry. The level of theory is the ωB97M-V functional and the def2-TZVPD basis.

- Highest occupied orbital energy (spin up / spin down): -7.86 / -7.86 eV
- Total energy: -2767.25321 hartree
- LUMO (spin up / spin down): -3.287 / -3.284 eV
- Kohn-Sham gap (spin up / spin down): 4.57 / 4.57 eV
- Relative energy (zero: lowest compared OMol25 entry of this formula, charge and spin): 529.27 kJ/mol

The geometry in ORCA input format:
```
! wB97M-V def2-TZVPD RIJCOSX def2/J DEFGRID3
* xyz 0 1
Br 3.3622 -0.0408 -0.0405
C 0.1543 -3.2163 0.0643
C 1.6279 0.1800 0.5530
C 0.4997 0.2869 -0.3744
C -0.1796 -2.0741 -0.0911
C -0.6614 -0.6955 -0.0716
H -1.1001 -0.4784 0.9070
H -1.4357 -0.5792 -0.8378
H 0.8334 0.1615 -1.4081
H 0.0489 1.2832 -0.2838
H 1.4901 0.0767 1.6165
*
```

---

This record from OMol25 describes the molecule C4H5NO2. The level of theory is the ωB97M-V functional and the def2-TZVPD basis.

- Highest occupied orbital energy: -9.95 eV
- Total energy: -360.59574 hartree
- LUMO: -0.250 eV
- Kohn-Sham gap: 9.70 eV
- Relative energy (zero: lowest compared OMol25 entry of this formula, charge and spin): 193.45 kJ/mol
- SMILES: O=CC(=O)N1CC1

The geometry in ORCA input format:
```
! wB97M-V def2-TZVPD RIJCOSX def2/J DEFGRID3
* xyz 0 1
O 1.5793 1.5633 0.6862
O 1.3410 -1.7051 -0.4811
N -0.3030 -0.3799 0.4268
C -1.4900 -0.6668 -0.3242
C -1.1014 0.7493 0.0286
C 0.9682 -0.6630 0.0172
C 1.9457 0.4656 0.3493
H -1.3054 -1.1313 -1.2947
H -0.7491 1.4420 -0.7345
H -2.3272 -1.1085 0.2063
H -1.5677 1.2424 0.8818
H 3.0096 0.1921 0.2381
*
```

---

This record from OMol25 describes a structure of composition C38H38MnN7O5. The level of theory is the ωB97M-V functional and the def2-TZVPD basis.

- Highest occupied orbital energy (spin up / spin down): -9.83 / -9.65 eV
- Total energy: -3380.99780 hartree
- LUMO (spin up / spin down): -3.402 / -3.406 eV
- Kohn-Sham gap (spin up / spin down): 6.43 / 6.24 eV
- Relative energy (zero: lowest compared OMol25 entry of this formula, charge and spin): 46.22 kJ/mol
- <S²>: 0.759

The geometry in ORCA input format:
```
! wB97M-V def2-TZVPD RIJCOSX def2/J DEFGRID3
* xyz 1 2
Mn 0.2934 -0.7926 -0.3674
O 0.5934 3.7844 4.3789
O -0.4671 2.7213 -0.2651
O 2.5801 -3.6197 -6.5349
O -3.1834 -1.2020 3.6401
O 2.4206 -1.4718 -6.5869
N -1.3467 0.0130 2.3618
N -0.2419 1.9738 2.7529
N 1.5774 0.1732 -2.0307
N 0.4962 0.5761 1.0289
N 0.4074 -1.7600 -2.4223
N 2.4401 -2.5388 -6.0101
N 1.3423 -2.5255 -0.5032
C -0.8700 -1.9217 -3.2564
C -1.0750 3.8823 -0.8155
C 2.5950 -4.6821 -1.6754
C 2.2916 -1.1654 -3.9046
C -0.3656 0.8353 2.0099
C 1.6734 3.8736 -0.2161
C -1.2401 2.7174 3.4129
C 2.0717 -3.6734 -3.9196
C -1.4622 -3.1336 0.4543
C -2.6052 2.5903 3.2137
C 3.0169 3.8298 0.1529
C 1.4247 -0.8529 -2.8594
C -1.6830 -1.2574 1.8397
C 1.9039 -3.7648 -2.4695
C 2.7043 1.6388 1.0710
C -2.4170 -3.8131 1.1817
C 0.8480 2.7909 0.0558
C -2.6738 -1.9191 2.5922
C -0.6938 -1.5911 -4.7405
C 3.5399 2.7162 0.7855
C 3.3842 0.9047 -3.3951
C -1.6503 4.5160 4.9791
C -3.0548 -3.2009 2.2595
C -0.7647 3.7055 4.2940
C 2.5451 1.0507 -2.2993
C -3.4930 3.4052 3.9110
C -1.8528 -0.9172 -2.6567
C 1.3676 1.6645 0.7182
C 2.2397 -2.4965 -4.5296
C -1.0686 -1.8044 0.7205
C 1.1851 -2.7862 -1.8013
C 2.0409 -3.3697 0.2485
C 2.6366 -4.4974 -0.3044
C 1.1438 4.8126 5.1892
C -4.1363 -1.8415 4.4746
C 3.2781 -0.2214 -4.1901
C -1.4057 -3.3398 -3.1304
C -3.0211 4.3562 4.7921
H 2.1183 -3.1310 1.3004
H -2.2623 -3.4359 -3.7981
H -4.3867 -1.1252 5.2516
H -0.1776 -0.6466 -4.9116
H -1.6920 -1.4864 -5.1655
H -3.7167 -2.7420 4.9275
H -1.7467 -3.5630 -2.1236
H 0.8164 5.7967 4.8478
H 3.1403 -5.4956 -2.1368
H -3.7088 4.9880 5.3370
H -2.0440 -1.1475 -1.6063
H 4.5820 2.6841 1.0720
H -0.9776 4.7324 -0.1368
H 0.8666 4.6748 6.2361
H 0.6524 2.4390 2.7104
H -4.5555 3.2872 3.7487
H -1.4688 0.1035 -2.7429
H 3.1754 -5.1839 0.3320
H 3.0828 0.7636 1.5854
H -0.6706 -4.0848 -3.4390
H -5.0362 -2.0997 3.9127
H -0.9778 -3.6768 -0.3489
H -2.8044 -0.9618 -3.1884
H -1.2860 5.2698 5.6612
H 3.6489 4.6812 -0.0625
H 2.1445 -4.5721 -4.5194
H 4.1490 1.6437 -3.5859
H -2.9947 1.8732 2.5052
H -2.6772 -4.8324 0.9234
H -0.6403 4.1324 -1.7860
H -1.8276 0.2430 3.2203
H 1.2856 4.7506 -0.7136
H 2.2217 4.7310 5.0872
H 2.6630 1.8752 -1.6117
H -0.1975 -2.3847 -5.2937
H 3.9689 -0.3829 -5.0057
H -3.8103 -3.7271 2.8233
H -2.1256 3.6380 -0.9408
*
```